1.
{
  "formula": "C4H5N3O",
  "method": "ωB97M-V/def2-TZVPD",
  "symbols": ["C", "C", "C", "C", "N", "N", "N", "O", "H", "H", "H", "H", "H"],
  "coordinates": [[-1.663, -0.781, 0.227], [-3.104, -0.054, 0.018], [-0.839, 0.459, 0.415], [0.448, 0.562, -0.370], [-2.911, 1.316, -0.117], [-1.725, 1.610, 0.021], [-1.470, -1.994, 0.138], [-4.178, -0.592, 0.036], [-0.574, 0.544, 1.515], [0.319, 0.356, -1.508], [1.336, 0.043, -0.042], [0.745, 1.600, -0.119], [-0.562, -2.570, 0.159]],
  "de_lowest_ev": 3.764,
  "homo_energy_ev": -9.07,
  "lumo_energy_ev": -1.0,
  "largest_force_ev_per_a": 4.32,
  "e_tot_ha": -394.829251,
  "orbital_gap_ev": 8.02
}


2.
{
  "formula": "C20H35N3O5S",
  "method": "ωB97M-V/def2-TZVPD",
  "symbols": ["C", "C", "C", "C", "C", "C", "C", "C", "O", "N", "C", "C", "C", "C", "C", "C", "O", "C", "C", "N", "C", "O", "C", "S", "N", "O", "O", "C", "C", "H", "H", "H", "H", "H", "H", "H", "H", "H", "H", "H", "H", "H", "H", "H", "H", "H", "H", "H", "H", "H", "H", "H", "H", "H", "H", "H", "H", "H", "H", "H", "H", "H", "H", "H"],
  "coordinates": [[0.276, -4.823, 4.861], [-0.994, -4.361, 4.149], [-2.079, -5.419, 4.361], [-1.431, -3.007, 4.730], [-2.575, -2.355, 3.958], [-2.225, -2.203, 2.481], [-1.842, -3.559, 1.873], [-1.579, -3.399, 0.385], [-2.423, -3.678, -0.450], [-0.361, -2.898, 0.041], [-0.110, -2.440, -1.309], [-0.632, -1.035, -1.539], [-0.419, -0.555, -2.965], [-0.851, 0.903, -3.099], [-0.150, 1.752, -2.052], [-0.396, 1.145, -0.678], [0.055, -0.194, -0.614], [1.351, 2.060, -2.292], [1.082, 3.502, -1.828], [1.698, 4.602, -2.544], [2.885, 4.524, -3.178], [3.647, 3.579, -3.114], [3.252, 5.722, -4.057], [3.025, 7.332, -3.345], [3.884, 7.261, -1.953], [3.658, 8.271, -4.220], [1.637, 7.467, -2.987], [-0.423, 3.274, -2.065], [-0.686, -4.185, 2.654], [1.081, -4.094, 4.737], [0.098, -4.950, 5.931], [0.622, -5.779, 4.462], [-3.025, -5.156, 3.888], [-1.760, -6.380, 3.951], [-2.270, -5.557, 5.428], [-1.704, -3.137, 5.781], [-0.567, -2.331, 4.713], [-3.485, -2.954, 4.054], [-2.803, -1.378, 4.391], [-3.062, -1.774, 1.927], [-1.382, -1.509, 2.377], [-2.714, -4.214, 1.919], [0.203, -2.490, 0.767], [0.965, -2.457, -1.494], [-0.598, -3.128, -1.998], [-1.707, -1.015, -1.302], [0.643, -0.652, -3.213], [-0.978, -1.193, -3.653], [-0.632, 1.286, -4.099], [-1.935, 0.978, -2.955], [0.141, 1.688, 0.101], [-1.472, 1.189, -0.446], [2.089, 1.486, -1.737], [1.598, 2.024, -3.353], [1.291, 3.599, -0.760], [1.168, 5.456, -2.649], [4.303, 5.633, -4.320], [2.652, 5.731, -4.969], [4.706, 7.848, -1.964], [3.309, 7.360, -1.128], [-0.719, 3.610, -3.061], [-1.118, 3.674, -1.326], [0.203, -3.547, 2.573], [-0.416, -5.152, 2.219]],
  "de_lowest_ev": 0.124,
  "homo_energy_ev": -9.32,
  "lumo_energy_ev": 0.5,
  "largest_force_ev_per_a": 0.33,
  "e_tot_ha": -1721.796175,
  "orbital_gap_ev": 9.80
}


3.
{
  "formula": "C58H126Cl2F12N12O24S4",
  "method": "ωB97M-V/def2-TZVPD",
  "symbols": ["C", "C", "O", "N", "H", "H", "C", "H", "H", "H", "H", "H", "H", "C", "C", "O", "N", "H", "H", "C", "H", "H", "H", "H", "H", "H", "C", "C", "O", "N", "H", "H", "C", "H", "H", "H", "H", "H", "H", "C", "C", "O", "N", "H", "H", "C", "H", "H", "H", "H", "H", "H", "C", "C", "O", "N", "H", "H", "C", "H", "H", "H", "H", "H", "H", "C", "C", "O", "N", "H", "H", "C", "H", "H", "H", "H", "H", "H", "C", "C", "O", "N", "H", "H", "C", "H", "H", "H", "H", "H", "H", "C", "C", "O", "N", "H", "H", "C", "H", "H", "H", "H", "H", "H", "C", "C", "O", "N", "H", "H", "C", "H", "H", "H", "H", "H", "H", "C", "C", "C", "C", "C", "C", "N", "O", "C", "C", "C", "H", "H", "H", "H", "H", "H", "H", "H", "H", "H", "H", "H", "H", "H", "H", "H", "H", "H", "C", "C", "C", "C", "C", "C", "N", "O", "C", "C", "C", "H", "H", "H", "H", "H", "H", "H", "H", "H", "H", "H", "H", "H", "H", "H", "H", "H", "H", "C", "C", "C", "C", "C", "C", "N", "O", "C", "C", "C", "H", "H", "H", "H", "H", "H", "H", "H", "H", "H", "H", "H", "H", "H", "H", "H", "H", "H", "Cl", "Cl", "C", "F", "F", "F", "S", "O", "O", "O", "C", "F", "F", "F", "S", "O", "O", "O", "C", "F", "F", "F", "S", "O", "O", "O", "C", "F", "F", "F", "S", "O", "O", "O"],
  "coordinates": [[-5.409, 0.393, -2.002], [-6.868, 0.742, -2.027], [-7.744, -0.080, -1.696], [-7.281, 2.098, -2.624], [-6.642, 2.808, -2.296], [-7.134, 2.158, -3.622], [-8.693, 2.425, -2.325], [-4.867, 0.678, -2.904], [-5.170, -0.638, -1.744], [-5.159, 0.987, -1.124], [-9.313, 1.534, -2.235], [-9.045, 2.894, -3.243], [-8.786, 3.132, -1.500], [-2.087, -0.482, 4.288], [-1.226, -1.267, 5.206], [-0.006, -1.016, 5.363], [-1.856, -2.499, 5.879], [-1.934, -2.339, 6.873], [-2.777, -2.687, 5.511], [-1.052, -3.781, 5.629], [-3.002, -0.329, 4.861], [-2.384, -1.202, 3.525], [-1.529, 0.415, 4.020], [-1.753, -4.558, 5.934], [-0.123, -3.748, 6.198], [-0.778, -3.869, 4.578], [-0.403, -4.953, -1.308], [0.625, -4.000, -1.850], [0.683, -2.789, -1.671], [1.626, -4.580, -2.848], [2.452, -4.034, -2.648], [1.802, -5.571, -2.759], [1.171, -4.186, -4.288], [-1.207, -4.329, -0.919], [-0.072, -5.471, -0.408], [-0.675, -5.742, -2.009], [1.692, -4.854, -4.973], [1.437, -3.150, -4.500], [0.094, -4.329, -4.383], [-6.349, 1.049, 4.900], [-5.368, 1.094, 6.080], [-4.829, 0.149, 6.668], [-4.912, 2.408, 6.610], [-5.553, 3.114, 6.276], [-5.028, 2.447, 7.612], [-3.504, 2.710, 6.172], [-6.466, 2.048, 4.479], [-7.298, 0.650, 5.256], [-5.729, 0.516, 4.178], [-3.431, 2.558, 5.095], [-2.911, 1.952, 6.683], [-3.207, 3.746, 6.333], [0.476, -8.604, 0.909], [0.486, -7.289, 1.675], [1.495, -6.773, 2.016], [-0.882, -6.777, 1.962], [-0.791, -5.777, 2.071], [-1.555, -6.866, 1.215], [-1.446, -7.351, 3.319], [0.102, -9.386, 1.570], [1.448, -8.823, 0.468], [-0.168, -8.406, 0.052], [-0.708, -7.203, 4.107], [-1.542, -8.417, 3.109], [-2.367, -6.801, 3.509], [2.282, -0.625, -5.497], [2.634, 0.615, -4.652], [1.778, 1.271, -4.007], [4.151, 0.803, -4.510], [4.569, -0.093, -4.303], [4.475, 1.176, -5.391], [4.555, 1.770, -3.378], [1.210, -0.826, -5.489], [2.806, -1.513, -5.145], [2.569, -0.519, -6.543], [4.408, 2.777, -3.767], [5.617, 1.623, -3.179], [3.981, 1.554, -2.477], [0.780, 0.806, 1.822], [0.227, 0.370, 0.452], [0.884, 0.520, -0.579], [-1.113, -0.436, 0.529], [-0.861, -1.261, 1.054], [-1.859, 0.018, 1.038], [-1.753, -0.676, -0.884], [-0.061, 1.299, 2.310], [1.529, 1.560, 1.580], [1.230, -0.033, 2.352], [-1.651, -1.750, -1.038], [-1.349, -0.075, -1.699], [-2.793, -0.402, -0.706], [-5.327, -1.520, 1.706], [-5.984, -2.597, 0.847], [-6.248, -2.505, -0.355], [-6.090, -3.943, 1.600], [-5.978, -3.887, 2.602], [-6.995, -4.368, 1.458], [-4.961, -4.956, 1.110], [-5.691, -1.388, 2.725], [-5.347, -0.592, 1.136], [-4.264, -1.751, 1.768], [-4.028, -4.407, 0.986], [-5.253, -5.306, 0.120], [-4.895, -5.723, 1.882], [-0.577, 3.214, -2.960], [-1.954, 3.209, -2.281], [-2.603, 2.239, -1.978], [-2.359, 4.570, -1.736], [-2.158, 5.381, -2.303], [-3.360, 4.519, -1.866], [-2.015, 4.874, -0.291], [-0.534, 2.158, -3.229], [0.312, 3.330, -2.341], [-0.435, 3.840, -3.841], [-2.443, 5.867, -0.150], [-0.948, 4.748, -0.104], [-2.628, 4.233, 0.343], [-1.354, 4.066, -7.583], [-2.833, 3.712, -7.305], [-2.872, 2.835, -6.022], [-4.227, 2.689, -5.295], [-4.941, 4.022, -5.076], [-5.110, 4.856, -6.327], [-3.714, 4.965, -7.012], [-3.447, 6.099, -7.809], [-5.613, 6.205, -5.897], [-6.197, 4.307, -7.295], [-3.368, 2.915, -8.508], [-1.274, 4.639, -8.507], [-0.880, 3.085, -7.588], [-0.967, 4.745, -6.823], [-2.293, 3.356, -5.259], [-2.516, 1.812, -6.147], [-4.004, 2.112, -4.398], [-4.756, 1.916, -5.852], [-4.518, 4.649, -4.290], [-5.903, 3.631, -4.743], [-6.539, 6.165, -5.323], [-5.909, 6.816, -6.750], [-4.859, 6.769, -5.349], [-7.092, 4.373, -6.675], [-6.011, 3.249, -7.477], [-6.310, 4.923, -8.187], [-3.475, 3.543, -9.393], [-4.333, 2.414, -8.426], [-2.646, 2.122, -8.703], [2.642, -3.939, 4.016], [3.961, -3.447, 3.260], [5.260, -3.758, 4.166], [5.811, -5.202, 4.015], [6.206, -5.351, 2.497], [5.055, -5.237, 1.478], [4.064, -4.128, 1.851], [3.012, -3.819, 0.927], [4.317, -6.581, 1.418], [5.698, -4.954, 0.100], [3.889, -1.866, 3.142], [1.744, -3.470, 3.613], [2.631, -3.716, 5.083], [2.655, -5.024, 4.120], [5.228, -3.381, 5.188], [6.074, -3.179, 3.731], [5.088, -5.952, 4.336], [6.694, -5.337, 4.640], [6.823, -6.223, 2.281], [6.910, -4.573, 2.202], [5.071, -7.315, 1.134], [3.516, -6.658, 0.683], [4.061, -7.001, 2.391], [5.017, -5.001, -0.750], [6.504, -5.673, -0.048], [6.101, -3.944, 0.032], [3.012, -1.496, 2.612], [4.804, -1.509, 2.670], [3.749, -1.457, 4.143], [8.261, 2.444, 2.761], [6.725, 2.520, 2.641], [6.152, 1.535, 3.722], [4.786, 1.897, 4.103], [4.588, 3.362, 4.677], [5.024, 4.415, 3.568], [6.373, 3.980, 2.948], [6.971, 4.881, 2.073], [5.316, 5.805, 4.306], [3.966, 4.550, 2.536], [6.101, 2.202, 1.245], [8.589, 2.782, 3.744], [8.688, 3.161, 2.060], [8.640, 1.463, 2.471], [6.708, 1.508, 4.659], [6.140, 0.506, 3.362], [4.420, 1.109, 4.762], [4.085, 1.726, 3.286], [5.122, 3.364, 5.628], [3.577, 3.581, 5.022], [5.859, 6.451, 3.616], [5.932, 5.587, 5.178], [4.479, 6.346, 4.750], [4.225, 5.329, 1.819], [3.026, 4.948, 2.920], [3.647, 3.592, 2.125], [6.376, 2.866, 0.425], [5.022, 2.058, 1.194], [6.564, 1.251, 0.981], [-3.503, 1.387, 1.972], [-0.955, -3.340, 1.927], [-0.320, 5.148, 3.696], [-1.187, 4.911, 2.786], [0.682, 5.800, 3.104], [-0.975, 5.946, 4.625], [0.236, 3.571, 4.733], [0.956, 4.110, 5.901], [-0.941, 2.767, 5.088], [1.148, 2.920, 3.830], [-2.492, -1.346, -4.623], [-1.122, -1.179, -4.520], [-3.063, -0.444, -3.847], [-2.944, -1.176, -5.877], [-2.968, -3.087, -3.978], [-4.257, -3.401, -4.612], [-1.953, -4.005, -4.506], [-3.064, -2.966, -2.517], [3.163, 4.465, -1.198], [3.109, 3.312, -0.580], [2.529, 4.401, -2.352], [2.560, 5.434, -0.517], [5.103, 4.963, -1.543], [5.604, 5.546, -0.283], [5.733, 3.686, -1.878], [4.985, 5.935, -2.642], [4.705, -1.033, -1.180], [3.442, -0.692, -1.215], [5.473, 0.035, -1.409], [4.897, -1.519, 0.072], [5.057, -2.339, -2.551], [6.457, -2.733, -2.298], [4.036, -3.373, -2.323], [4.822, -1.661, -3.804]],
  "charge": 6,
  "homo_energy_ev": -16.93,
  "lumo_energy_ev": -14.4,
  "largest_force_ev_per_a": 9.70,
  "e_tot_ha": -8457.053243,
  "orbital_gap_ev": 2.48
}